9
Properties=species:S:1:pos:R:3:forces:R:3:mulliken_charge:R:1 method="wB97M-V/def2-TZVPD" charge=0 e_lumo_ev=-1.3 orbital_gap_ev=8.477 energy_ev=-37656.988 e_above_lowest_kj_mol=116.73
C 0.47303 0.17050 -0.58066 7.69 -1.38 4.11 -0.5338
C 1.80138 0.15517 0.07292 -4.81 -0.15 -2.81 -0.0164
O 3.75939 1.74714 1.00261 -2.44 -0.40 -0.27 -0.5293
O 1.34857 2.40973 1.16951 -2.33 1.64 1.70 -0.4398
S 2.37507 1.72945 0.54326 4.87 -0.13 -2.17 0.8786
Cl 2.55196 2.56293 -1.39725 -0.10 -0.03 0.50 -0.1933
I 3.25062 -1.31223 0.07234 -0.44 -0.27 0.14 0.2402
H 0.02224 -0.74195 -0.70791 -0.99 -1.95 -0.79 0.3038
H 0.06182 1.05567 -0.84164 -1.47 2.67 -0.41 0.2899